The following is a DFT calculation (the ωB97M-V functional and the def2-TZVPD basis) of 2 unconnected molecules or ions with the total composition C4H8NO3 at a distorted geometry.

Each line ends with the Löwdin charge.
Element x y z (Å)
1 N 1.4548 -1.8036 -2.3462  -0.496
2 O 0.9939 -2.9278 -2.6391  0.118
3 O 0.7224 -0.9940 -1.6640  0.127
4 O 2.6005 -1.4214 -2.6756  0.138
5 C 0.0997 1.5945 1.7594  -0.103
6 C -0.0092 1.1212 0.3088  -0.256
7 C -0.4525 -0.3169 0.2188  -0.230
8 C -1.7447 -0.6695 0.2361  0.038
9 H 0.4234 2.6306 1.8198  0.068
10 H -0.8602 1.5239 2.2746  0.073
11 H 0.8183 0.9921 2.3212  0.076
12 H -0.7251 1.7571 -0.2220  0.112
13 H 0.9599 1.1883 -0.1881  0.103
14 H 0.3152 -1.0712 0.3213  0.098
15 H -2.0810 -1.7013 0.1419  0.063
16 H -2.5155 0.0983 0.3332  0.071

Kohn-Sham gap (spin up / spin down) (eV): 9.86 / 5.20
Highest occupied orbital energy (spin up / spin down) (eV): -10.02 / -9.55
E_tot (eV): -11903.01823
LUMO energy (spin up / spin down) (eV): -0.16 / -4.35
Spin multiplicity: 2

=====

The following is a DFT calculation (the ωB97M-V functional and the def2-TZVPD basis) of C4H8NO3 in the gas phase at a distorted geometry.

Each line ends with the Löwdin charge.
Element x y z (Å)
1 O 0.3927 -0.6614 -1.2723  0.031
2 C 0.0532 -0.4336 -0.1183  -0.517
3 N -1.2294 -0.3238 0.2610  0.086
4 C -2.6787 0.1668 -0.4708  -0.201
5 O -3.3500 0.7335 0.4707  0.108
6 C 1.1503 -0.2753 0.9793  -0.113
7 C 2.2840 0.6095 0.5663  -0.284
8 O 3.0848 0.0821 -0.4810  -0.070
9 H -1.3698 -0.2468 1.2649  0.104
10 H -3.0193 -0.8520 -0.6652  0.151
11 H -2.3137 0.7791 -1.2883  0.141
12 H 0.7139 0.0962 1.9475  0.119
13 H 1.4753 -1.2967 1.3365  0.139
14 H 1.8573 1.5811 0.2629  0.121
15 H 3.0026 0.8521 1.3601  0.121
16 H 2.4518 -0.2328 -1.1449  0.064

Kohn-Sham gap (spin up / spin down) (eV): 10.44 / 6.69
Highest occupied orbital energy (spin up / spin down) (eV): -9.80 / -9.78
E_tot (eV): -11907.30412
LUMO energy (spin up / spin down) (eV): 0.65 / -3.09
Spin multiplicity: 2

=====

The following is a DFT calculation (the ωB97M-V functional and the def2-TZVPD basis) of a gas-phase ion, C4H8NO3 (charge +2) at a distorted geometry.

Each line ends with the Löwdin charge.
Element x y z (Å)
1 O 1.6737 -1.5943 -1.2344  0.242
2 C 0.8610 -1.4799 -0.3922  -0.461
3 O 0.0991 -2.4008 0.1998  0.142
4 C 0.4525 -0.0495 0.1503  -0.127
5 C -0.1530 0.7459 -1.0431  0.016
6 C -0.5302 2.1791 -0.6222  0.025
7 O -1.0645 2.4050 0.4162  0.365
8 N -0.4083 -0.2137 1.3706  0.254
9 H 0.2741 -3.3422 0.3834  0.192
10 H 1.4147 0.4168 0.4210  0.192
11 H 0.6227 0.6481 -1.8173  0.166
12 H -1.0343 0.4128 -1.6191  0.186
13 H -0.3091 3.0896 -1.2652  0.254
14 H 0.1235 -0.1930 2.2518  0.205
15 H -1.1165 0.5093 1.4983  0.159
16 H -0.9054 -1.1333 1.3023  0.189

Kohn-Sham gap (spin up / spin down) (eV): 9.13 / 5.06
Net charge: +2
Highest occupied orbital energy (spin up / spin down) (eV): -19.64 / -19.56
E_tot (eV): -11888.49424
LUMO energy (spin up / spin down) (eV): -10.51 / -14.50
Spin multiplicity: 2